Formula: C3H6N2S2
Source: the Open Molecules 2025 dataset
Level of theory: wB97M-V/def2-TZVPD

XYZ file:
```
13
Properties=species:S:1:pos:R:3:forces:R:3:nbo_charge:R:1
C 2.509 -0.877 0.095 -3.212 2.169 -0.858 -0.111
C -0.180 -1.374 0.077 -0.310 -0.476 -0.104 0.290
C 0.423 1.001 -0.141 -0.243 0.144 -0.014 -0.443
N -1.502 -1.075 0.161 0.005 0.531 0.065 -0.801
N 0.687 -0.396 -0.134 3.897 -0.897 0.576 -0.468
S 3.554 0.266 -0.094 -0.057 -0.400 0.153 0.202
S 0.270 -2.981 0.150 0.069 -0.760 0.084 -0.343
H 2.450 -1.931 0.265 -0.149 -0.540 0.161 0.249
H -0.186 1.276 -1.007 0.023 0.072 0.020 0.206
H -0.076 1.334 0.777 0.048 0.065 -0.016 0.188
H 1.383 1.518 -0.220 -0.123 0.073 -0.006 0.226
H -1.806 -0.133 0.344 -0.041 -0.031 -0.037 0.385
H -2.115 -1.835 0.407 0.092 0.049 -0.024 0.418
```
Positions in Å, forces in eV/Å.

The calculation puts the HOMO energy at -8.058 eV. As for the energy above the lowest of the compared OMol25 structures with the same formula, charge and spin: 1.992 eV. Its spin multiplicity is 1. Its total energy is -1023.72973 a.u. The orbital gap comes out at 7.18 eV.